## A
An isolated molecule of C5H6FNO. Source: the Open Molecules 2025 dataset; level of theory: wB97M-V/def2-TZVPD.

The net charge is 0. The value obtained for the LUMO energy is 0.955 eV. The orbital gap is 9.5 eV. As for the SMILES: N[C@H]1[C@H]2OC=C(F)[C@@H]12. The molar mass is 115.11 g mol⁻¹.

```
14
C5H6FNO | the Open Molecules 2025 dataset | wB97M-V/def2-TZVPD
N 1.23 -0.90 -1.10
C 1.02 -0.65 0.29
C 0.66 0.72 0.76
O 0.13 1.61 -0.20
C -1.09 1.11 -0.59
C -1.43 0.00 0.04
F -2.56 -0.70 -0.08
C -0.34 -0.42 0.96
H 0.55 -1.58 -1.46
H 1.12 -0.07 -1.64
H 1.73 -1.13 0.94
H 1.19 1.22 1.54
H -1.64 1.68 -1.36
H -0.57 -0.89 1.89
```



## B
An isolated molecule of C5H6FNO. Source: the Open Molecules 2025 dataset; level of theory: wB97M-V/def2-TZVPD.

The net charge is 0. The value obtained for the LUMO energy is 0.718 eV. The orbital gap is 9.5 eV. As for the SMILES: Cc1oc(F)cc1N. The molar mass is 115.11 g mol⁻¹.

```
14
C5H6FNO | the Open Molecules 2025 dataset | wB97M-V/def2-TZVPD
C 0.10 2.07 -0.19
C 0.46 0.56 -0.16
O 1.70 -0.04 0.39
C 1.38 -1.31 0.80
F 2.52 -1.98 1.07
C 0.22 -1.80 0.46
C -0.35 -0.51 -0.17
N -1.77 -0.64 -0.31
H 1.15 2.82 -0.23
H -0.31 2.51 0.79
H -0.63 2.16 -1.00
H -0.36 -2.77 0.51
H -1.84 -1.20 -1.29
H -2.28 0.12 -0.67
```



Most stable structure: A



## A
A structure of composition C8H11BrCl2. Source: the Open Molecules 2025 dataset; level of theory: wB97M-V/def2-TZVPD.

The net charge is 0. The value obtained for the LUMO energy (alpha / beta) is -0.539 / 0.009 eV. The orbital gap (alpha / beta) is 7.2 / 8.5 eV. The molar mass is 257.99 g mol⁻¹.

```
22
C8H11BrCl2 | the Open Molecules 2025 dataset | wB97M-V/def2-TZVPD
C 0.00 2.03 -0.17
C 1.35 1.23 -0.04
C -1.10 1.28 -0.96
C 1.09 0.01 0.96
C -1.47 -0.07 -0.31
C 0.70 -1.28 0.22
C -0.42 -1.09 -0.66
C 0.41 -2.40 1.16
Cl 0.35 -4.04 0.40
Cl -0.99 -2.23 2.18
Br -0.63 -2.43 -1.90
H -0.48 2.24 0.84
H 0.24 2.89 -0.83
H 1.66 0.87 -1.07
H 2.12 1.80 0.39
H -1.95 1.99 -1.06
H -0.73 1.06 -1.93
H 1.99 -0.17 1.49
H 0.24 0.17 1.71
H -1.40 0.04 0.72
H -2.52 -0.45 -0.68
H 1.55 -1.46 -0.46
```



## B
A structure of composition C8H11BrCl2. Source: the Open Molecules 2025 dataset; level of theory: wB97M-V/def2-TZVPD.

The net charge is 0. The value obtained for the LUMO energy is 0.717 eV. The orbital gap is 8.8 eV. The molar mass is 257.99 g mol⁻¹.

```
22
C8H11BrCl2 | the Open Molecules 2025 dataset | wB97M-V/def2-TZVPD
C 1.89 -0.34 -0.25
C 1.37 0.04 1.14
C 0.96 -1.22 -1.07
C 0.24 1.07 1.12
C -0.36 -0.53 -1.45
C -1.12 0.42 0.90
C -1.29 -0.50 -0.28
C -2.19 1.16 0.14
Cl -3.84 1.00 0.59
Cl -1.83 2.46 -0.94
Br -2.41 -2.01 -0.03
H 2.12 0.57 -0.81
H 2.83 -0.89 -0.11
H 1.05 -0.86 1.67
H 2.21 0.47 1.70
H 1.47 -1.50 -1.99
H 0.74 -2.14 -0.53
H 0.21 1.59 2.08
H 0.45 1.80 0.34
H -0.16 0.49 -1.78
H -0.83 -1.07 -2.27
H -1.51 0.00 1.82
```



Most stable structure: B



## A
A cluster of 2 separate species, C2H3N4 in total. Source: the Open Molecules 2025 dataset; level of theory: wB97M-V/def2-TZVPD.

The net charge is +1. The value obtained for the LUMO energy (alpha / beta) is -8.308 / -8.307 eV. The orbital gap (alpha / beta) is 7.4 / 7.4 eV. The molar mass is 83.07 g mol⁻¹.

```
9
C2H3N4 | the Open Molecules 2025 dataset | wB97M-V/def2-TZVPD
C 1.67 0.57 -0.55
C 1.13 -0.66 -0.96
N 2.10 1.52 -0.06
N -2.05 0.84 1.31
N -0.65 -0.72 0.28
N -1.33 0.03 0.85
H 0.59 -0.78 -1.97
H 1.59 -1.51 -0.42
H -3.06 0.71 1.51
```



## B
A structure of composition C2H3N4. Source: the Open Molecules 2025 dataset; level of theory: wB97M-V/def2-TZVPD.

The net charge is +1. The value obtained for the LUMO energy (alpha / beta) is -9.925 / -9.922 eV. The orbital gap (alpha / beta) is 7.7 / 7.7 eV. The molar mass is 83.07 g mol⁻¹.

```
9
C2H3N4 | the Open Molecules 2025 dataset | wB97M-V/def2-TZVPD
C 2.08 -1.33 0.90
C 0.03 -0.01 0.08
N 2.76 -0.09 2.12
N 1.68 0.56 1.69
N 3.10 -1.26 1.75
N 1.19 -0.25 0.81
H 0.14 1.06 -0.09
H 0.11 -0.34 -0.94
H -1.03 -0.02 0.52
```



Most stable structure: A



## A
A cluster of 2 separate species, C5H11NO4 in total. Source: the Open Molecules 2025 dataset; level of theory: wB97M-V/def2-TZVPD.

The net charge is 0. The value obtained for the LUMO energy is 0.908 eV. The orbital gap is 11.0 eV. As for the SMILES: C=NOC=O.COCOC. The molar mass is 149.15 g mol⁻¹.

```
21
C5H11NO4 | the Open Molecules 2025 dataset | wB97M-V/def2-TZVPD
C -4.05 0.68 0.74
N -3.20 0.16 -0.07
O -2.53 -0.90 0.54
C -1.79 -1.59 -0.36
O -1.75 -1.39 -1.54
H -4.63 1.51 0.37
H -4.25 0.30 1.75
H -1.18 -2.31 0.18
C 0.07 1.29 -0.68
O 0.69 0.18 -1.33
C 2.00 0.00 -0.84
O 1.94 -0.43 0.49
C 3.23 -0.57 1.04
H 0.01 1.12 0.40
H 0.61 2.22 -0.85
H -0.94 1.36 -1.11
H 2.60 0.92 -0.91
H 2.49 -0.74 -1.47
H 3.08 -0.95 2.05
H 3.74 0.41 1.11
H 3.88 -1.25 0.48
```



## B
A cluster of 2 separate species, C5H11NO4 in total. Source: the Open Molecules 2025 dataset; level of theory: wB97M-V/def2-TZVPD.

The net charge is 0. The value obtained for the LUMO energy is 0.680 eV. The orbital gap is 10.5 eV. As for the SMILES: CC(=O)OO.CCC(N)=O. The molar mass is 149.15 g mol⁻¹.

```
21
C5H11NO4 | the Open Molecules 2025 dataset | wB97M-V/def2-TZVPD
C -1.27 -0.19 2.40
C -1.16 1.25 2.11
O -1.99 1.99 1.64
O 0.11 1.70 2.35
O 0.32 2.99 1.81
H -0.49 -0.52 3.07
H -2.23 -0.40 2.86
H -1.35 -0.76 1.32
H -0.59 3.24 1.52
C 1.51 -0.68 -2.74
C 0.11 -0.97 -2.23
C -0.06 -1.03 -0.73
N 0.96 -0.63 0.04
O -1.16 -1.28 -0.23
H 2.23 -1.41 -2.37
H 1.84 0.32 -2.47
H 1.52 -0.74 -3.83
H -0.26 -1.92 -2.62
H -0.59 -0.20 -2.59
H 1.81 -0.27 -0.35
H 0.73 -0.50 1.05
```



Most stable structure: B